Density functional theory data (ωB97M-V/def2-TZVPD) for a structure of composition CH13NO4 in a non-equilibrium geometry.

```
19
Properties=species:S:1:pos:R:3:forces:R:3:mulliken_charge:R:1
H 0.5510 0.0756 0.9843 0.294 0.954 -0.529 0.31
O 1.0661 1.0207 0.3061 -3.467 -1.303 0.375 -0.88
N -0.1598 -0.8407 1.6026 0.089 0.195 2.161 -0.53
H 1.9416 1.2026 0.5034 2.586 0.454 0.572 0.19
H -1.1925 -0.5976 1.2987 2.543 -0.814 1.177 0.39
H 0.1211 -0.6788 2.6614 -1.302 -0.565 -2.900 0.32
C 0.2712 -2.2224 1.0841 0.980 1.280 1.276 -0.69
H 1.1315 -1.9902 0.4461 -0.088 -0.409 -0.001 0.27
H 0.6249 -2.9642 1.8825 -0.965 1.176 -1.057 0.31
H -0.5376 -2.5460 0.4654 -0.320 -0.748 -0.103 0.29
O 0.2221 3.7550 -1.1861 -1.941 -4.339 2.475 -0.66
H -0.6260 3.3538 -1.5219 0.846 1.319 -0.445 0.31
H 0.2172 2.9589 -0.4434 1.201 2.810 -1.935 0.33
O 0.4103 0.1860 -2.0461 0.375 -1.713 1.935 -0.70
H 0.2376 0.8662 -2.6302 -0.666 1.955 -2.355 0.31
H 0.5968 0.6999 -1.2128 0.578 -0.562 0.172 0.43
O -1.6958 -0.5539 -0.3695 -0.380 -0.585 -0.878 -0.63
H -0.8716 -0.7252 -0.8630 0.209 0.768 -0.077 0.33
H -2.3080 -0.9996 -0.9615 -0.571 0.128 0.137 0.30
```
Forces are in eV/Å.

LUMO energy = 0.5 eV
energy relative to the best compared isomer or geometry (same formula, charge and spin) = 196.4 kJ/mol
HOMO-LUMO gap = 10.482 eV
max |F| = 0.1042 hartree/bohr
spin multiplicity = 1
energy = -10926.61608 eV